Computed, not measured: a molecular structure, C35H78O20S4 at a distorted geometry, with ωB97M-V/def2-TZVPD.

Positions of all 137 atoms, in Å:
1 C -4.787170 -19.314000 0.137350
2 C -5.645180 -18.519750 1.073650
3 C -5.034530 -17.055670 0.948360
4 O -3.608120 -17.300100 0.755520
5 C -3.447640 -18.714870 0.598870
6 H -5.081730 -19.070330 -0.883420
7 H -4.822400 -20.390000 0.307850
8 H -5.508680 -18.754540 2.129280
9 H -6.674020 -18.610020 0.725160
10 H -5.089200 -16.497920 1.883260
11 H -5.401900 -16.548220 0.056380
12 H -2.979850 -19.142660 1.485590
13 H -2.764730 -18.857610 -0.238590
14 C -8.087750 -22.465680 -0.141990
15 C -7.424980 -23.522430 0.657690
16 C -8.525120 -24.652000 0.835010
17 O -9.408920 -24.367700 -0.293020
18 C -8.951620 -23.288480 -1.152680
19 H -7.361130 -21.806960 -0.617610
20 H -8.768670 -21.910030 0.502760
21 H -7.254110 -23.322380 1.715460
22 H -6.539530 -23.924040 0.164950
23 H -9.151890 -24.450680 1.703760
24 H -8.046860 -25.629750 0.776990
25 H -9.798330 -22.615390 -1.287360
26 H -8.541600 -23.621090 -2.106280
27 C -3.626370 -19.168300 3.462240
28 C -2.421980 -18.255030 3.486110
29 C -1.353400 -19.315200 3.818960
30 O -1.839840 -20.439300 3.016210
31 C -3.246560 -20.561890 3.241680
32 H -4.479840 -18.731270 2.943880
33 H -3.967050 -19.276120 4.492010
34 H -2.570440 -17.428250 4.180720
35 H -2.208690 -17.855890 2.494500
36 H -1.267420 -19.537710 4.882540
37 H -0.323910 -19.090160 3.540400
38 H -3.582820 -21.223690 4.039830
39 H -3.698340 -20.829700 2.286550
40 C -8.233010 -25.241520 3.372610
41 C -7.265830 -24.313470 4.130020
42 C -7.531780 -22.934170 3.710610
43 O -9.013880 -22.993420 3.364420
44 C -9.515290 -24.334320 3.442030
45 H -8.368290 -26.193610 3.885750
46 H -8.026680 -25.358240 2.308700
47 H -6.210950 -24.587490 4.145610
48 H -7.648100 -24.338790 5.150470
49 H -6.936290 -22.793950 2.808490
50 H -7.336400 -22.210730 4.502160
51 H -10.054650 -24.491010 2.507880
52 H -10.089130 -24.588200 4.333300
53 C -7.708670 -19.130880 -2.699380
54 C -8.987670 -19.984070 -2.936990
55 C -9.619770 -19.980200 -1.510500
56 O -8.457860 -19.735440 -0.633340
57 C -7.615380 -18.718790 -1.248960
58 H -7.567520 -18.238680 -3.309410
59 H -6.849030 -19.750680 -2.954300
60 H -8.693010 -20.959680 -3.323600
61 H -9.708270 -19.541550 -3.624750
62 H -10.158490 -20.911510 -1.335770
63 H -10.334440 -19.166120 -1.389590
64 H -6.697720 -18.882080 -0.683860
65 H -7.880210 -17.681140 -1.045880
66 O -4.438810 -23.510640 7.374510
67 S -4.853750 -24.079740 6.101820
68 O -5.595980 -23.373190 5.053800
69 O -3.458590 -24.570370 5.332980
70 C -3.338690 -25.065330 4.037700
71 C -2.298280 -26.015670 4.015910
72 C -5.646980 -25.800330 6.259240
73 H -3.243090 -24.224680 3.350480
74 H -4.265370 -25.524000 3.692760
75 H -2.207010 -26.496490 3.041960
76 H -2.560680 -26.859270 4.654330
77 H -1.324110 -25.596600 4.267830
78 H -5.124150 -26.455110 5.562100
79 H -6.728860 -25.843980 6.133870
80 H -5.383000 -26.151230 7.256880
81 O 1.172890 -22.738090 3.191960
82 S 0.840560 -22.072910 1.913820
83 O 1.734580 -22.176890 0.780080
84 O -0.603480 -22.697920 1.299740
85 C -1.719280 -22.784210 2.146110
86 C -2.812130 -22.305830 1.169940
87 C 0.461740 -20.315150 2.275090
88 H -1.738420 -22.300210 3.122570
89 H -1.934690 -23.847080 2.255630
90 H -3.832790 -22.455920 1.521820
91 H -2.783110 -22.991650 0.323240
92 H -2.593120 -21.325480 0.746790
93 H 0.186310 -20.175590 3.320440
94 H -0.191220 -19.796310 1.573270
95 H 1.485790 -19.973940 2.123470
96 O -7.878690 -20.706830 8.371040
97 S -7.708690 -21.977430 7.667200
98 O -8.845920 -22.932010 7.507760
99 O -7.179410 -21.661950 6.150330
100 C -6.311280 -20.639580 5.992250
101 C -5.891420 -20.636490 4.541600
102 C -6.386750 -22.984400 8.313970
103 H -5.500800 -20.702000 6.718430
104 H -6.884640 -19.742600 6.226290
105 H -6.525200 -20.190660 3.775000
106 H -5.805340 -21.678010 4.231850
107 H -4.934640 -20.142980 4.370920
108 H -6.146300 -23.777480 7.605930
109 H -6.702050 -23.310910 9.304970
110 H -5.544360 -22.320140 8.506900
111 O -7.850120 -18.626600 2.804860
112 S -9.042430 -19.372550 3.165260
113 O -10.217660 -18.706210 3.652130
114 O -9.362750 -20.412730 1.965500
115 C -10.694240 -20.766440 1.733440
116 C -10.770780 -22.177010 1.168200
117 C -8.627170 -20.566880 4.444940
118 H -11.172530 -20.024570 1.093930
119 H -11.288640 -20.697020 2.644460
120 H -10.218600 -22.923150 1.739580
121 H -10.258830 -22.207340 0.206390
122 H -11.843240 -22.370040 1.193840
123 H -8.224230 -20.024620 5.300330
124 H -7.837770 -21.184400 4.016440
125 H -9.612030 -20.993050 4.636060
126 C -4.408210 -22.938670 3.094400
127 O -5.349660 -22.671130 2.078970
128 C -5.979890 -21.582300 2.109600
129 O -5.688710 -20.623030 2.828740
130 O -6.795550 -21.568470 1.095390
131 C -7.654970 -20.388240 0.790820
132 H -3.665190 -22.153010 3.231370
133 H -3.857250 -23.865260 2.933220
134 H -4.991180 -23.153430 3.990010
135 H -7.317430 -20.078270 -0.198160
136 H -7.600280 -19.509090 1.432860
137 H -8.681880 -20.715700 0.628600

Force components x, y, z for each atom (eV/Å):
C 1.14 0.36 1.88
C -0.27 2.85 -0.12
C 0.55 -1.83 -0.07
O -0.82 -0.67 0.04
C 1.01 0.03 -2.55
H 0.85 -0.11 -0.17
H -0.04 0.07 -0.21
H -1.18 -0.29 -1.37
H 1.03 1.28 1.36
H -0.59 0.26 -0.27
H -0.16 0.40 0.22
H -0.51 -0.19 -0.66
H 0.59 0.09 0.08
C -1.21 -3.93 -3.62
C -1.75 -4.22 1.17
C 0.11 2.87 -4.21
O -0.29 -0.86 -1.12
C -0.05 0.26 2.63
H -0.81 -0.78 -0.75
H 0.73 -2.08 -1.16
H -0.08 -0.69 -2.07
H 0.12 0.01 0.14
H 1.28 -0.41 -2.35
H -0.62 -0.33 -0.47
H -0.35 -0.79 -1.00
H 0.25 -0.07 0.13
C -1.13 2.84 2.80
C 0.78 -0.68 0.02
C -1.50 1.34 0.18
O 0.76 0.79 1.84
C 1.62 2.63 -2.16
H 1.05 -0.47 0.47
H 0.48 1.70 0.34
H 0.30 -0.12 0.08
H 0.04 0.25 0.24
H -0.53 -0.41 0.25
H -1.59 1.56 0.34
H 1.07 1.43 0.71
H 0.68 -0.12 0.67
C -0.64 1.21 0.97
C -1.72 -3.13 -0.22
C -2.29 -1.70 -0.79
O 1.50 0.03 0.82
C 1.66 -0.91 0.56
H -0.01 -0.09 -0.09
H 0.79 -0.73 1.85
H -1.72 -1.13 -1.38
H 0.30 -0.22 0.38
H -1.63 0.20 1.69
H -0.29 -2.19 -0.71
H -1.48 -0.23 1.34
H -0.21 0.57 0.09
C 1.17 0.33 -1.14
C -0.08 1.12 0.95
C 0.55 0.87 -1.33
O -9.18 6.42 -9.14
C -1.49 -0.36 -0.89
H -0.47 -0.08 -0.35
H 0.13 -0.10 0.08
H -0.26 -0.08 0.32
H 0.23 0.05 -0.17
H 0.52 0.17 0.68
H -0.07 0.14 -0.15
H -0.18 0.27 -1.68
H -0.70 -0.03 0.04
O 2.59 -1.58 -3.75
S 2.02 -1.93 -2.20
O 1.56 -0.13 9.85
O -1.03 1.68 3.44
C -1.41 -0.48 -0.34
C 2.39 -2.80 -0.19
C 0.83 0.62 0.86
H 4.70 -3.37 3.26
H -0.47 -0.16 0.07
H 0.03 0.31 -0.30
H 0.37 -0.02 0.44
H -0.03 -0.09 0.19
H -0.13 0.31 -0.20
H 0.27 0.44 -0.10
H 0.03 0.18 0.07
O -0.78 1.31 -2.31
S -1.06 -1.36 0.32
O -0.85 0.24 1.21
O 3.66 1.21 1.20
C -2.13 -1.16 -1.55
C 0.12 -0.86 -1.17
C 2.63 -1.79 -0.89
H 0.89 -0.38 -0.50
H 0.51 -0.16 0.24
H 1.82 0.86 -1.58
H 0.38 -0.11 -0.26
H -0.02 0.02 0.22
H 1.39 -1.91 -1.37
H 0.01 -0.55 0.03
H 0.13 0.50 0.09
O 0.43 -1.96 -0.99
S -2.70 -1.16 -0.04
O 2.43 2.44 0.01
O -2.36 -3.41 3.24
C 1.52 3.11 0.50
C 0.27 -0.34 6.93
C -1.79 1.66 1.31
H 0.39 -0.05 0.06
H 0.59 0.61 0.30
H -1.64 1.45 3.91
H 0.17 1.21 1.97
H -1.73 -0.74 2.06
H -1.96 0.66 1.63
H -0.39 -0.30 -0.19
H -0.26 -0.12 -0.24
O -1.64 0.45 0.82
S 0.26 -0.73 2.93
O -0.03 0.39 -1.12
O -2.78 2.12 4.82
C -1.90 -0.64 0.70
C -0.15 0.70 0.10
C -1.25 2.31 -1.33
H 0.18 -0.01 -0.44
H 0.14 -0.18 0.29
H -0.59 0.83 0.10
H -1.65 -0.08 0.20
H 0.06 -0.52 -0.64
H -0.84 0.25 -0.57
H -2.02 1.41 0.16
H 0.46 -0.51 0.21
C -0.35 -0.31 -0.29
O 2.15 -3.39 -0.33
C 0.31 5.69 -2.27
O 1.69 -2.56 -13.42
O 1.92 4.51 3.97
C 4.98 -0.87 1.29
H -1.51 -2.63 -0.44
H -5.06 3.66 -4.21
H 2.07 0.82 -2.78
H 4.53 -3.24 3.43
H 0.31 -1.91 -0.24
H 3.95 0.22 0.87

- energy (eV) = -121804.018
- LUMO energy (eV) = -0.13
- HOMO-LUMO gap (eV) = 8.0